Record 1
{"formula": "C36H41N3O3PTi", "method": "wB97M-V/def2-TZVPD", "energy_ev": -81019.109, "e_lumo_ev": [2.7002, 2.6983], "multiplicity": 3, "total_charge": -1, "gap_ha": [0.1771, 0.2613], "s_squared": 2.05, "elements": ["Ti", "P", "O", "O", "O", "N", "N", "N", "C", "C", "C", "C", "C", "C", "C", "C", "C", "C", "C", "C", "C", "C", "C", "C", "C", "C", "C", "C", "C", "C", "C", "C", "C", "C", "C", "C", "C", "C", "C", "C", "C", "C", "C", "C", "H", "H", "H", "H", "H", "H", "H", "H", "H", "H", "H", "H", "H", "H", "H", "H", "H", "H", "H", "H", "H", "H", "H", "H", "H", "H", "H", "H", "H", "H", "H", "H", "H", "H", "H", "H", "H", "H", "H", "H", "H"], "xyz": [[-0.1105, 0.0702, 0.2990], [-0.1419, -0.2229, 2.7077], [1.7481, 0.1898, 0.1844], [4.1188, -0.5719, 0.8369], [-1.8702, 0.2962, 0.2493], [1.3388, 2.4501, 0.1035], [0.0696, 2.0017, -0.0181], [-0.0184, -1.9523, 0.3302], [1.4572, -3.4501, -0.9367], [3.9759, 3.0872, 0.7230], [-0.9704, -4.0986, 3.8124], [1.0140, 0.3938, 5.3074], [-1.6774, -1.5543, -1.9603], [-0.8676, -4.7413, 2.5756], [-4.0710, 0.9863, -0.1953], [-2.7047, 1.2521, -0.0966], [-0.3930, -2.0142, 2.7105], [-0.4764, -2.4535, -1.9986], [-2.2404, 2.5868, -0.3542], [-0.2895, -2.6571, 1.4415], [2.3170, -1.0421, 3.6919], [1.1731, -4.8134, -4.4777], [-0.8654, 2.9057, -0.2659], [1.3370, 0.1188, 3.8440], [-0.5434, -4.0547, 1.4308], [5.2491, 3.3972, 1.1431], [0.3216, -2.6100, -0.8484], [-2.8985, -0.3097, 3.1545], [-4.9807, 1.9762, -0.5234], [2.3902, -3.6066, 0.2276], [-1.6421, 0.4019, 3.6505], [-1.7270, 1.9025, 3.3798], [6.1340, 2.3886, 1.5013], [2.1806, 1.4450, 0.2769], [3.5501, 1.7528, 0.6200], [0.9010, -4.0085, -3.2361], [-0.1790, -3.1441, -3.1611], [1.7168, -4.1247, -2.1179], [4.4754, 0.7323, 0.9447], [-4.5369, 3.2705, -0.7659], [-1.3747, -4.8630, 5.0428], [-0.7268, -2.7374, 3.8506], [-3.1963, 3.5655, -0.6849], [5.7423, 1.0602, 1.3965], [1.9348, 0.5859, 5.8573], [-0.7826, 2.3960, 3.6110], [-2.5148, 2.3674, 3.9735], [2.5784, -4.7790, -2.1679], [3.2410, -4.2285, -0.0439], [-2.3684, -1.7927, -2.7674], [-0.5447, 3.9414, -0.3904], [-0.5067, -4.5738, 0.4804], [-0.8261, -3.0257, -4.0221], [1.8016, 1.0174, 3.4134], [0.3734, 1.2664, 5.4138], [5.5622, 4.4318, 1.2070], [2.1170, -4.5144, -4.9365], [1.9369, -1.9343, 4.1915], [-2.8971, -0.3388, 2.0639], [0.3759, -4.6799, -5.2084], [-0.8088, -2.2113, 4.7936], [1.2438, -5.8743, -4.2319], [-0.6970, -5.6996, 5.2184], [2.4554, -1.2769, 2.6368], [2.7627, -2.6340, 0.5459], [-1.3764, -0.5004, -2.0754], [7.1220, 2.6351, 1.8700], [-2.9433, -1.3332, 3.5182], [-1.0542, -5.8076, 2.5166], [-3.7893, 0.2197, 3.4922], [-1.3664, -4.2179, 5.9197], [-1.5215, 0.2158, 4.7233], [-2.3819, -5.2698, 4.9284], [-5.2496, 4.0448, -1.0241], [6.4105, 0.2582, 1.6760], [1.8841, -4.0640, 1.0768], [3.2637, 3.8570, 0.4694], [3.1685, -0.5288, 0.5379], [0.5221, -0.4612, 5.7648], [-4.4076, -0.0250, -0.0003], [-2.8525, 4.5744, -0.8786], [-2.2060, -1.6604, -1.0110], [-6.0357, 1.7412, -0.5888], [3.2890, -0.7901, 4.1138], [-1.9341, 2.0670, 2.3227]], "lowdin_charge": [0.8072, 1.1171, -0.2106, 0.0216, -0.2644, 0.0731, -0.1720, -0.0754, -0.1956, -0.0387, -0.2986, -0.1180, -0.0404, -0.0519, -0.0337, -0.3401, -0.2963, -0.1949, -0.1777, -0.2976, -0.1090, -0.0663, -0.1036, -0.4908, -0.0247, -0.1219, -0.2183, -0.1005, -0.1249, -0.0167, -0.5094, -0.1080, -0.1119, -0.4169, -0.0902, -0.2873, -0.0237, -0.0224, -0.2678, -0.1344, -0.0711, -0.0790, -0.0675, -0.0333, 0.0769, 0.0698, 0.0789, 0.1110, 0.0780, 0.0796, 0.1138, 0.1154, 0.1085, 0.1051, 0.0613, 0.0895, 0.0739, 0.0738, 0.0543, 0.0667, 0.1043, 0.0725, 0.0703, 0.0543, 0.0649, 0.0860, 0.0900, 0.0654, 0.1083, 0.0810, 0.0666, 0.0915, 0.0720, 0.0876, 0.1078, 0.0716, 0.1001, 0.0518, 0.0655, 0.1109, 0.1009, 0.0775, 0.0864, 0.0823, 0.0602]}

Record 2
{"formula": "C39H48BCsN8S3", "method": "wB97M-V/def2-TZVPD", "energy_ev": -86871.877, "e_lumo_ev": -1.2021, "gap_ha": 0.1811, "elements": ["Cs", "S", "S", "S", "N", "N", "N", "N", "N", "N", "N", "N", "C", "C", "C", "C", "C", "C", "C", "C", "C", "C", "C", "C", "C", "C", "C", "C", "C", "C", "C", "C", "C", "C", "C", "C", "C", "C", "C", "C", "C", "C", "C", "C", "C", "C", "C", "C", "C", "C", "C", "B", "H", "H", "H", "H", "H", "H", "H", "H", "H", "H", "H", "H", "H", "H", "H", "H", "H", "H", "H", "H", "H", "H", "H", "H", "H", "H", "H", "H", "H", "H", "H", "H", "H", "H", "H", "H", "H", "H", "H", "H", "H", "H", "H", "H", "H", "H", "H", "H"], "xyz": [[0.6881, 1.7441, -2.5344], [-1.4620, -0.7146, -2.4823], [2.5360, -0.6446, -1.0098], [0.7346, 2.4672, 0.6535], [1.6426, 3.3072, -4.7066], [0.7713, -0.0350, 1.5093], [0.3571, -1.8207, -0.1957], [-1.7990, 0.6760, 1.2180], [1.0046, 4.1595, -4.0713], [1.1793, -1.0746, 2.2782], [-0.5741, -2.7707, -0.0164], [-1.3435, 0.0569, 0.0879], [1.0127, -4.3052, -0.8761], [-3.3145, 0.8328, 3.6442], [-1.1619, 4.0260, -2.9462], [-0.4645, 4.0043, -4.1599], [5.8025, 3.9645, -4.6028], [3.5683, 4.7942, -4.9171], [-4.7841, 2.4686, 2.4627], [3.9286, 2.4778, -4.3278], [1.5840, -1.9783, 5.5817], [-2.0567, -0.0171, -1.0926], [3.0720, 3.5283, -4.6279], [1.5885, -1.9945, -0.7333], [1.6806, 1.5556, 3.0423], [3.3130, -3.6167, -1.6059], [2.2555, -2.0261, 4.2044], [-2.3819, 3.0167, 2.8482], [-2.9590, 1.2383, 1.2172], [-2.5443, 3.8982, -3.1903], [1.8921, -3.3397, 3.5127], [1.0637, 1.2831, 1.7593], [-2.6291, -4.4479, 0.3828], [2.0376, 0.5071, 3.8179], [-1.6369, -5.6761, -1.5479], [4.9366, 5.0064, -4.9086], [-3.7768, 1.2370, 0.0483], [-3.3561, 0.6233, -1.0804], [-0.9589, 3.9102, -5.4550], [1.9221, 2.9731, 3.4355], [-4.1592, 0.6421, -2.3369], [3.7797, -1.9485, 4.3670], [-2.3404, 3.8400, -5.6068], [-0.2774, -3.9835, -0.3540], [-3.3723, 1.8885, 2.5339], [-3.1275, 3.8302, -4.4567], [5.2983, 2.7077, -4.3040], [1.7982, -0.8340, 3.3818], [1.9533, -3.3462, -1.0612], [-1.3419, -5.0507, -0.1774], [-0.8226, -6.1255, 0.7850], [-0.0190, -0.5107, 0.3662], [-1.3693, 2.6244, 2.9319], [-4.8626, 3.2554, 1.7105], [5.3318, 5.9874, -5.1391], [3.5525, 1.4938, -4.0705], [-0.2933, 3.8866, -6.3079], [3.4598, -3.0742, -2.5409], [4.0889, -1.0391, 4.8844], [-1.9961, -4.9210, -2.2486], [-3.6287, 1.2222, -3.0963], [-2.6567, 3.4986, 3.7886], [1.9151, -2.8270, 6.1824], [-4.0058, 0.0113, 3.4443], [2.3590, -3.4094, 2.5297], [1.8375, -1.0685, 6.1284], [3.4615, -4.6815, -1.7772], [-5.1328, 1.0972, -2.1615], [4.0723, -3.2480, -0.9143], [2.8729, 5.5911, -5.1405], [0.4981, -2.0293, 5.4882], [-0.7546, -6.1522, -1.9790], [0.8145, -3.4297, 3.3758], [-4.2867, -0.3649, -2.7329], [-4.7352, 1.7347, 0.0637], [-1.5800, -6.9004, 0.9133], [-2.3768, 3.7709, 2.0591], [4.1313, -2.7991, 4.9534], [-2.4621, -3.9945, 1.3597], [2.5757, 3.4622, 2.7129], [-3.5897, 1.2841, 4.5993], [-5.0345, 2.9135, 3.4264], [2.5191, 0.6763, 4.7725], [2.2378, -4.1768, 4.1216], [1.2331, -5.3343, -1.1300], [-3.2324, 3.8853, -2.3421], [6.8715, 4.1330, -4.5983], [-3.0225, -3.6777, -0.2803], [0.9843, 3.5311, 3.4220], [5.9735, 1.8998, -4.0535], [-2.7927, 3.7870, -6.5890], [0.0822, -6.6080, 0.4112], [2.3659, 3.0297, 4.4283], [4.2752, -1.9731, 3.3952], [-3.3789, -5.2335, 0.4884], [-0.6019, -5.6986, 1.7648], [-2.4078, -6.4412, -1.4433], [-2.3092, 0.4213, 3.7314], [-5.5315, 1.7013, 2.2495], [-4.2088, 3.7798, -4.5449]], "lowdin_charge": [1.0218, 0.6581, 0.6717, 0.6841, -0.0868, 0.0115, -0.0189, 0.1627, -0.0358, 0.1894, 0.1917, 0.0507, 0.0695, -0.0423, -0.2023, -0.4671, -0.0948, -0.0280, -0.0616, -0.0496, -0.0403, -0.6616, -0.2672, -0.6580, -0.2450, -0.0593, -0.5499, -0.0368, -0.1926, -0.2057, -0.0585, -0.6663, -0.0544, 0.0608, -0.0364, -0.0799, 0.0801, -0.2427, -0.0744, -0.0644, -0.0672, -0.0385, -0.1126, -0.2084, -0.5380, -0.1347, -0.0864, -0.2105, -0.2394, -0.5509, -0.0387, -0.5657, 0.0539, 0.0894, 0.1030, 0.0896, 0.0936, 0.0845, 0.0793, 0.0932, 0.0718, 0.0898, 0.0879, 0.0887, 0.0794, 0.0785, 0.0834, 0.0876, 0.0829, 0.1095, 0.0913, 0.0791, 0.0791, 0.0736, 0.1175, 0.0888, 0.0978, 0.0881, 0.0832, 0.0824, 0.0864, 0.0881, 0.1216, 0.0874, 0.1233, 0.0654, 0.0996, 0.0827, 0.0757, 0.1026, 0.0897, 0.0787, 0.0836, 0.0928, 0.0876, 0.0860, 0.0889, 0.0752, 0.0887, 0.0889]}

Record 3
{"formula": "C3H7N2S", "method": "wB97M-V/def2-TZVPD", "energy_ev": -17032.085, "e_lumo_ev": [-4.6053, -4.6050], "total_charge": 1, "gap_ha": [0.2873, 0.2874], "elements": ["S", "N", "N", "C", "C", "C", "H", "H", "H", "H", "H", "H", "H"], "xyz": [[3.7999, 0.1436, 0.0006], [0.9208, -0.4082, -0.0162], [-2.1713, -0.4337, -0.0042], [-1.3507, 0.6182, -0.0025], [0.0363, 0.6705, -0.0229], [2.2326, -0.6424, -0.0024], [3.4109, 1.4283, 0.0246], [2.4568, -1.7051, 0.0043], [0.4056, -1.2876, 0.0160], [0.4870, 1.6487, -0.0405], [-3.1647, -0.2747, 0.0347], [-1.8346, 1.5843, 0.0281], [-1.8676, -1.3921, -0.0635]], "lowdin_charge": [0.9192, 0.0055, 0.1202, -0.1357, -0.0965, -0.4264, -0.1039, 0.0834, 0.1566, 0.1102, 0.1214, 0.1346, 0.1115]}

Record 4
{"formula": "C30H21AuCl5NP2", "method": "wB97M-V/def2-TZVPD", "energy_ev": -117823.888, "e_lumo_ev": -0.1598, "gap_ha": 0.2947, "elements": ["Au", "Cl", "Cl", "Cl", "Cl", "Cl", "P", "P", "N", "C", "C", "C", "C", "C", "C", "C", "C", "C", "C", "C", "C", "C", "C", "C", "C", "C", "C", "C", "C", "C", "C", "C", "C", "C", "C", "C", "C", "C", "C", "H", "H", "H", "H", "H", "H", "H", "H", "H", "H", "H", "H", "H", "H", "H", "H", "H", "H", "H", "H", "H"], "xyz": [[-2.2033, -0.2406, -0.9637], [-0.9084, -4.4469, -4.6322], [-0.6029, -2.3987, -6.9586], [-1.7547, -3.4765, -1.8121], [-2.0174, 1.5938, -3.6400], [-1.1749, 0.6182, -6.4583], [1.0192, -0.9769, -0.2968], [-1.1436, -0.7293, 1.6905], [0.3801, -0.1925, 1.1130], [1.2777, 2.7003, -2.1685], [-1.5992, -2.3255, -3.0985], [-1.7308, -0.0980, -3.9014], [2.7298, -1.2262, 0.2941], [5.2715, -1.7283, 1.3273], [-1.2251, -2.7779, -4.3584], [1.5473, 0.0170, -2.7985], [-0.2016, 0.9424, 5.3486], [-0.2836, 0.7339, 3.9835], [-0.8137, 0.0537, 6.2246], [-2.2359, 0.6649, 1.1566], [-2.7109, 2.9966, 0.7147], [4.2582, -2.6626, 1.4917], [-1.3528, -0.5139, -5.1731], [-1.8163, 2.0107, 1.0467], [2.9989, -2.4151, 0.9707], [5.0191, -0.5475, 0.6449], [-1.0934, -1.8650, -5.3985], [3.7546, -0.2963, 0.1325], [1.7082, 0.9775, -3.7829], [-1.4999, -1.0430, 5.7287], [-1.8499, -0.9839, -2.8307], [1.2615, 0.3866, -1.4855], [-0.9673, -0.3705, 3.4734], [-3.5832, 0.3607, 0.9006], [-1.5705, -1.2561, 4.3589], [-4.4914, 1.3813, 0.5609], [1.5727, 2.3237, -3.4691], [-4.0559, 2.6787, 0.4712], [1.1208, 1.7359, -1.1840], [-3.9480, -0.6501, 1.0536], [-0.7764, 2.2428, 1.2260], [0.8921, 2.0250, -0.1687], [-1.9746, -1.7408, 6.4065], [1.6228, -1.0336, -3.0631], [1.1608, 3.7480, -1.9192], [1.6843, 3.0733, -4.2421], [5.8082, 0.1812, 0.5082], [4.4522, -3.5903, 2.0149], [3.5660, 0.6251, -0.4045], [-4.7507, 3.4646, 0.2044], [0.3347, 1.8009, 5.7325], [-0.7523, 0.2176, 7.2927], [2.2157, -3.1574, 1.0831], [0.1844, 1.4445, 3.3113], [-5.5267, 1.1301, 0.3725], [1.9203, 0.6744, -4.8008], [-2.0933, -2.1250, 3.9759], [1.0693, -0.0352, 1.8351], [6.2591, -1.9243, 1.7249], [-2.3807, 4.0243, 0.6346]], "lowdin_charge": [0.8366, 0.6741, 0.6785, 0.6184, 0.6504, 0.6717, 0.9531, 0.9131, -0.4247, -0.0924, -0.7360, -0.7309, -0.3749, -0.0895, -0.7189, -0.1148, -0.0812, -0.1001, -0.0843, -0.5067, -0.0658, -0.0884, -0.7225, -0.1001, -0.1128, -0.0830, -0.7107, -0.0818, -0.0884, -0.0841, -0.3824, -0.4191, -0.3722, -0.2123, -0.1116, -0.0828, -0.0954, -0.0731, -0.1141, 0.0983, 0.0820, 0.0771, 0.1039, 0.1089, 0.1030, 0.1049, 0.1031, 0.1025, 0.0987, 0.1088, 0.1045, 0.1036, 0.0989, 0.0946, 0.1100, 0.1061, 0.0946, 0.0447, 0.1019, 0.1092]}

Repeat the third record exactly.
{"formula": "C3H7N2S", "method": "wB97M-V/def2-TZVPD", "energy_ev": -17032.085, "e_lumo_ev": [-4.6053, -4.6050], "total_charge": 1, "gap_ha": [0.2873, 0.2874], "elements": ["S", "N", "N", "C", "C", "C", "H", "H", "H", "H", "H", "H", "H"], "xyz": [[3.7999, 0.1436, 0.0006], [0.9208, -0.4082, -0.0162], [-2.1713, -0.4337, -0.0042], [-1.3507, 0.6182, -0.0025], [0.0363, 0.6705, -0.0229], [2.2326, -0.6424, -0.0024], [3.4109, 1.4283, 0.0246], [2.4568, -1.7051, 0.0043], [0.4056, -1.2876, 0.0160], [0.4870, 1.6487, -0.0405], [-3.1647, -0.2747, 0.0347], [-1.8346, 1.5843, 0.0281], [-1.8676, -1.3921, -0.0635]], "lowdin_charge": [0.9192, 0.0055, 0.1202, -0.1357, -0.0965, -0.4264, -0.1039, 0.0834, 0.1566, 0.1102, 0.1214, 0.1346, 0.1115]}